9
Properties=species:S:1:pos:R:3:mulliken_charge:R:1 method="wB97M-V/def2-TZVPD" largest_force_ev_per_a=0.39 smiles=Oc1nc[nH]n1 de_lowest_ev=0.355 gap_ha=0.3824
O 2.192 -0.233 -0.206 -0.486
N -1.053 0.598 0.269 0.208
N 0.080 -1.170 -0.321 -0.504
N 0.241 1.019 0.257 -0.703
C -1.120 -0.699 -0.064 0.010
C 0.864 -0.089 -0.099 0.516
H 2.624 0.623 -0.294 0.358
H -2.037 -1.272 -0.090 0.384
H -1.792 1.224 0.547 0.217

9
Properties=species:S:1:pos:R:3:mulliken_charge:R:1 method="wB97M-V/def2-TZVPD" largest_force_ev_per_a=0.27 de_lowest_ev=3.245 gap_ha=0.3729
O 0.488 1.908 -0.258 -0.468
N 0.832 -0.387 -0.809 -0.315
N -0.886 0.138 0.620 -0.462
N 0.111 -1.471 -0.602 -0.295
C 0.266 0.595 -0.069 0.596
C -0.881 -1.154 0.242 -0.041
H 0.357 0.283 1.142 0.229
H 1.237 1.977 -0.869 0.362
H -1.575 -1.881 0.639 0.393

9
Properties=species:S:1:pos:R:3:mulliken_charge:R:1 method="wB97M-V/def2-TZVPD" largest_force_ev_per_a=7.33 smiles=Cc1nnon1 de_lowest_ev=4.164 gap_ha=0.3841
O 0.212 2.220 -0.195 -0.064
N 0.089 2.074 1.295 -0.056
N 0.171 1.112 -0.888 -0.186
N -0.039 0.744 1.399 -0.205
C 0.141 0.133 0.082 0.488
C -0.099 -1.303 -0.327 -0.805
H -0.114 -2.075 0.612 0.264
H 0.653 -1.592 -0.966 0.313
H -1.014 -1.314 -1.012 0.251

9
Properties=species:S:1:pos:R:3:mulliken_charge:R:1 method="wB97M-V/def2-TZVPD" largest_force_ev_per_a=1.78 de_lowest_ev=2.247 gap_ha=0.3422
O -0.296 -1.501 0.367 -0.568
N 2.820 0.020 0.788 -0.587
N -1.696 -0.100 -0.446 -0.761
N 1.800 0.325 0.408 0.544
C 0.625 0.692 -0.034 -0.332
C -0.482 -0.244 -0.063 0.714
H -2.040 0.771 -0.801 0.179
H 0.540 1.716 -0.368 0.347
H -1.271 -1.679 0.147 0.463

no.,calculated total energy (Ha)
1,-317.51929
2,-317.41305
3,-317.37929
4,-317.44974